This record from the OMol25 dataset describes a cluster of 7 separate species, C47H42F9NO4 in total in a non-equilibrium geometry. The level of theory is ωB97M-V with the def2-TZVPD basis set.

Structure (XYZ):
```
103
Properties=species:S:1:pos:R:3:forces:R:3
C -1.77283 0.35610 1.68902 0.4 -1.3 -0.8
O -1.35566 1.72715 1.46288 -1.1 0.2 1.4
C -2.08680 2.65677 2.28082 -0.1 0.5 0.1
C -3.49674 3.11352 1.65580 -3.3 0.3 0.6
C -4.73328 3.04317 2.62848 -1.4 1.1 -3.2
C -6.14841 3.41929 2.12037 4.2 0.1 -2.9
C -6.23804 3.85161 0.60146 2.1 -0.2 1.6
C -7.73110 4.20114 0.07220 1.6 -0.1 0.1
C -8.48424 2.79054 -0.11336 0.4 0.2 -0.8
O -9.20857 2.82122 -1.36139 -0.5 -0.1 1.4
C -9.34551 2.31806 1.15110 0.1 -1.3 1.4
F -8.51696 1.39185 1.88617 -2.0 2.1 -1.4
F -9.69123 3.34558 2.06306 0.6 -2.2 -2.0
F -10.52854 1.61085 0.83740 2.7 1.8 0.5
C -4.96909 3.92438 -0.26797 -1.8 -0.9 3.6
N -3.67897 3.55187 0.29982 -2.5 0.0 2.2
C -2.50383 3.63046 -0.66197 5.9 1.2 -3.5
O -2.63559 2.88631 -1.70835 -0.4 2.6 4.2
O -1.44148 4.46793 -0.36762 -6.3 -4.1 -0.4
H -2.02797 0.11498 2.77808 0.2 0.6 -1.4
H -2.62075 0.05704 0.96617 1.1 0.6 1.3
H -0.87672 -0.31995 1.40734 -1.4 1.2 0.4
H -1.47335 3.61048 2.50053 -0.8 -1.6 -0.9
H -2.29362 2.17917 3.30944 0.0 0.7 -1.6
H -4.61757 2.70998 3.72388 0.1 0.5 -2.1
H -7.10124 3.38910 2.74758 1.7 0.0 -0.9
H -7.66710 4.75060 -0.94327 -0.2 -1.2 1.6
H -8.23100 4.92363 0.79902 0.6 -1.2 -0.9
H -7.65291 1.99775 -0.24939 -1.6 1.1 0.3
H -10.17384 2.94477 -1.22682 0.9 -0.1 0.1
H -5.05191 4.26680 -1.35618 0.6 -0.7 1.8
F -16.53991 1.02756 -0.14126 -0.1 -0.1 -0.1
C -15.73676 1.64656 0.73714 0.5 0.3 0.5
C -16.23706 2.69224 1.49738 -0.2 0.0 0.0
C -15.40564 3.33080 2.41188 0.2 -0.2 -0.1
C -14.08046 2.92335 2.54790 0.0 0.0 0.0
C -13.58755 1.87524 1.77550 -0.3 0.1 0.1
C -14.42158 1.22905 0.86871 0.0 -0.1 -0.1
H -17.26842 3.00064 1.37180 0.1 -0.1 0.0
H -15.78907 4.14514 3.01733 0.0 -0.1 -0.1
H -13.43123 3.42511 3.25859 -0.1 -0.1 -0.1
H -12.55533 1.56221 1.87977 -0.2 0.0 0.0
H -14.05741 0.40552 0.26558 -0.1 0.0 0.0
F 2.08932 -0.91555 -1.31203 0.0 -0.3 0.1
C 1.74405 0.26015 -1.87035 -0.3 0.9 -0.4
C 2.31973 0.63649 -3.07334 0.2 -0.2 -0.1
C 1.95951 1.84894 -3.65287 -0.2 0.1 0.3
C 1.03510 2.67558 -3.01584 0.1 -0.1 -0.1
C 0.46666 2.28913 -1.80498 0.2 -0.2 -0.2
C 0.81969 1.07163 -1.23176 0.1 -0.2 0.1
H 3.04293 -0.01610 -3.54939 0.0 0.0 0.0
H 2.39801 2.15033 -4.59855 0.0 -0.1 0.1
H 0.75766 3.62349 -3.46642 0.0 -0.1 0.1
H -0.25274 2.93025 -1.31555 0.1 0.0 0.0
H 0.38150 0.75057 -0.29396 0.0 0.1 -0.1
F -2.62077 -1.26117 -2.59508 -0.1 -0.1 0.2
C -2.11422 -0.93715 -3.79654 0.4 0.3 -0.8
C -1.71820 0.36868 -4.03884 0.0 0.2 0.3
C -1.18883 0.70356 -5.28131 -0.1 -0.4 0.0
C -1.07178 -0.27040 -6.27091 0.0 0.0 0.0
C -1.47749 -1.57795 -6.01786 0.0 0.3 0.1
C -1.99664 -1.91528 -4.77187 -0.1 -0.2 0.1
H -1.82465 1.11496 -3.25899 0.0 0.0 0.0
H -0.86856 1.72093 -5.47876 0.0 -0.1 0.1
H -0.66276 -0.00792 -7.24166 0.0 0.0 0.1
H -1.38942 -2.33421 -6.79090 0.0 0.0 0.1
H -2.30922 -2.93009 -4.55450 0.0 0.1 0.0
F 8.41675 -2.41037 -0.22340 0.1 0.0 -0.1
C 7.31483 -2.62812 -0.96319 -0.8 -0.2 -0.6
C 6.17434 -1.87821 -0.72229 0.1 0.1 0.1
C 5.03587 -2.09989 -1.49083 0.2 -0.2 -0.1
C 5.04867 -3.07666 -2.48408 0.0 0.0 0.0
C 6.19858 -3.82705 -2.71349 -0.1 0.2 0.2
C 7.34046 -3.59809 -1.95263 0.2 -0.1 0.0
H 6.18107 -1.12840 0.06046 0.0 0.0 0.0
H 4.14005 -1.51362 -1.31630 0.2 -0.1 0.0
H 4.15870 -3.25212 -3.08036 0.1 0.0 0.1
H 6.20550 -4.59014 -3.48466 0.0 0.1 0.1
H 8.24735 -4.16671 -2.12327 0.0 0.0 0.0
F 8.04429 -4.25719 5.03785 -0.1 -0.1 0.1
C 8.77680 -3.29358 4.45862 0.4 0.6 -0.4
C 8.86649 -3.24471 3.07604 -0.1 -0.1 -0.1
C 9.62170 -2.24283 2.47512 0.1 0.1 0.4
C 10.28744 -1.30751 3.26488 0.0 0.0 0.0
C 10.19414 -1.36946 4.65257 -0.1 -0.1 -0.2
C 9.43009 -2.36464 5.25336 0.0 -0.1 0.2
H 8.34817 -3.98610 2.47858 0.0 0.0 0.1
H 9.69249 -2.19065 1.39647 0.0 0.0 0.2
H 10.88024 -0.52853 2.79555 -0.1 -0.1 0.0
H 10.71646 -0.64282 5.26603 -0.1 -0.1 0.0
H 9.33904 -2.42282 6.33168 0.0 0.0 -0.1
F 11.49909 -6.34087 -0.50113 -0.1 -0.1 -0.1
C 12.30293 -5.71318 0.37196 0.5 0.4 0.5
C 11.79991 -4.66718 1.12976 -0.1 0.0 0.0
C 12.63146 -4.01969 2.03852 0.2 -0.2 -0.1
C 13.95955 -4.41940 2.17039 0.0 0.0 0.0
C 14.45494 -5.46796 1.40026 -0.3 0.1 0.0
C 13.62090 -6.12271 0.49972 0.0 -0.1 -0.1
H 10.76638 -4.36518 1.00715 0.1 -0.1 0.0
H 12.24601 -3.20503 2.64219 0.0 -0.1 -0.1
H 14.60901 -3.91117 2.87616 -0.1 -0.1 -0.1
H 15.49053 -5.77523 1.50137 -0.1 0.0 0.0
H 13.98722 -6.94666 -0.10144 -0.1 0.1 0.0
```
Positions in Å, forces in eV/Å.

## Properties
HOMO: -8.57 eV
Energy: -3070.4530 Eh
M: 855.8 g mol⁻¹
Lowest unoccupied orbital energy: -1.799 eV
Frontier orbital gap: 6.77 eV
Total charge: 0